Entry 1:
The following is a DFT calculation (the ωB97M-V functional and the def2-TZVPD basis) of a structure of composition C2H9O11P3S.

```
26
Properties=species:S:1:pos:R:3:forces:R:3
O 1.052 -3.091 1.389 0.1 0.0 0.1
O -0.728 -2.637 -0.262 -0.1 0.1 0.0
H -3.112 -3.053 1.025 0.0 0.0 0.0
O 2.038 3.503 -1.153 0.1 -0.2 0.2
H 0.079 2.383 1.522 -0.1 0.0 0.1
O 3.571 2.783 0.747 0.0 0.1 -0.3
C -1.655 -3.718 -0.442 0.0 -0.2 0.0
O -2.399 1.658 -0.354 0.0 0.0 -0.1
O -0.551 -1.252 1.748 0.1 0.1 0.0
O 3.641 1.596 -1.565 0.0 0.0 -0.1
O -0.618 2.900 1.092 0.2 0.1 -0.2
P 2.823 2.249 -0.556 0.1 0.1 0.1
H 4.393 3.215 0.467 0.0 -0.1 0.3
C -2.352 -3.825 0.900 -0.2 0.1 0.0
H 0.756 1.122 -2.028 0.0 0.2 0.0
O -1.296 -3.598 1.846 0.1 -0.1 -0.1
P 0.410 0.711 -0.718 0.2 -0.6 0.3
H -2.781 -4.805 1.082 0.1 0.0 0.1
H 1.505 3.965 -0.490 -0.1 0.1 -0.1
P -1.074 2.279 -0.307 -0.4 -0.2 0.0
S -0.250 -2.549 1.257 -0.1 0.0 0.0
H -0.829 3.342 -2.174 -0.1 0.1 0.1
O 1.720 1.343 0.153 -0.1 0.2 -0.3
H -1.098 -4.624 -0.685 0.0 0.0 0.0
H -2.331 -3.468 -1.255 0.0 0.1 0.0
O -0.912 3.570 -1.239 0.3 0.1 0.0
```
Positions in Å, forces in eV/Å.

- multiplicity = 1
- gap between HOMO and LUMO (eV) = 10.166

Quick look at the Löwdin charges, all values in e: O -0.213; O -0.218; H 0.136; O -0.120; H 0.072; O -0.092; C -0.154; O -0.316; O -0.257; O -0.231; O -0.145; P 0.229; H 0.100; C -0.155; H -0.054; O -0.187; P 0.913; H 0.135; H 0.078; P 0.256; S 0.560; H 0.086; O -0.531; H 0.134; H 0.136; O -0.163

Entry 2:
The following is a DFT calculation (the ωB97M-V functional and the def2-TZVPD basis) of a cluster of 2 separate species, C4H13NOS in total at a distorted geometry.

```
20
Properties=species:S:1:pos:R:3:forces:R:3
H -2.800 -1.115 -2.109 0.2 -0.5 0.0
H -0.077 -1.452 -0.962 0.1 1.2 -0.6
C -0.733 -0.720 -1.504 -1.2 -1.3 -0.9
H 0.923 1.642 -1.092 2.2 -1.0 -2.5
H 2.379 -3.959 3.279 0.9 -0.4 1.1
H -1.643 2.214 -0.036 -1.1 0.0 -0.1
H -1.755 -2.012 -3.204 0.6 0.2 -0.3
H 0.062 1.533 1.829 1.0 -0.1 0.1
H -1.575 0.077 0.418 0.4 -1.3 -0.6
H -0.227 -0.149 -2.405 -0.7 -1.0 2.2
C 0.368 2.031 -0.341 -0.9 2.6 0.0
C -1.868 -1.704 -2.173 0.0 0.8 1.5
H -1.985 -2.665 -1.599 0.1 1.1 -0.3
H -1.134 1.860 -1.761 -0.4 0.3 0.6
H 0.383 3.162 -0.479 0.0 -1.3 0.3
N -1.398 0.239 -0.571 -0.3 -1.3 -0.2
O 2.008 -3.580 2.504 -0.6 0.3 -0.8
H 1.109 -3.910 2.557 -0.3 0.1 -0.3
S 1.240 1.540 1.110 -1.4 -0.4 1.4
C -1.064 1.577 -0.687 1.4 1.9 -0.6
```
Positions in Å, forces in eV/Å.

- energy relative to the best compared isomer or geometry (same formula, charge and spin) (kJ/mol) = 199.1
- multiplicity = 1
- SMILES = CCNCCS.O
- gap between HOMO and LUMO (eV) = 9.164

Quick look at the Löwdin charges, all values in e: H 0.055; H 0.103; C -0.208; H -0.003; H 0.010; H 0.106; H 0.038; H -0.122; H 0.114; H 0.141; C -0.645; C -0.100; H 0.064; H 0.123; H 0.095; N -0.110; O -0.041; H 0.031; S 0.702; C -0.355

Entry 3:
The following is a DFT calculation (the ωB97M-V functional and the def2-TZVPD basis) of a structure of composition C19H40IrNOP3 at a distorted geometry.

```
65
Properties=species:S:1:pos:R:3:forces:R:3
H 2.574 2.534 -0.681 0.1 0.0 0.3
H -2.894 1.690 -3.455 0.1 0.4 0.0
C -3.415 -1.357 -5.664 0.0 0.3 0.6
Ir 0.080 0.748 -1.417 0.5 -0.7 0.3
H 2.077 -0.942 -4.895 -0.2 0.2 0.1
C -1.359 3.573 -0.477 0.0 0.7 0.2
H -3.514 3.054 -2.460 0.1 0.0 -0.1
C -0.075 3.177 -3.256 -0.1 0.7 -0.4
H -1.403 2.903 0.401 -0.1 0.3 -0.4
C -0.546 -3.497 -0.290 1.0 0.1 0.7
H -2.723 0.592 2.486 -0.2 -0.4 -0.5
H 0.346 -0.879 -4.466 0.3 0.2 -0.1
H -3.250 1.419 -1.779 0.0 0.3 0.0
C -3.240 -0.821 -4.410 -0.2 -0.3 -1.6
H 2.984 1.974 -2.777 0.1 -0.4 0.0
C -2.870 2.172 -2.479 -0.3 -0.3 -0.2
H 2.314 -1.297 1.160 0.1 0.4 -0.1
H -2.848 -2.923 -7.068 0.4 0.5 1.4
C -2.224 -0.076 0.565 1.5 0.4 0.1
C -3.125 -0.093 1.705 -0.8 0.0 0.6
P 1.755 -0.144 -2.636 1.8 -1.2 -1.6
N -1.318 0.069 -0.150 -2.7 -1.1 1.6
H -0.804 -2.992 -3.198 -0.6 0.4 -0.1
C 2.432 -1.799 -2.221 -0.1 -0.6 0.3
H 1.248 0.634 -4.858 -0.1 -0.2 0.0
H -3.670 0.118 -4.133 -0.5 0.0 0.2
C -1.740 -3.104 -5.150 0.7 0.3 1.2
P 1.290 0.838 0.472 2.6 1.7 3.5
H -0.471 4.083 -3.748 0.3 -0.3 0.0
H 3.450 -0.356 0.166 -0.2 0.1 0.2
H -4.077 -0.921 -6.401 -0.1 0.1 0.2
H 1.313 3.249 0.328 0.3 -0.2 0.1
H -1.119 -3.960 -5.526 -0.8 0.9 0.7
O -2.154 -0.688 -2.376 0.0 -1.5 -2.1
C -1.568 -2.552 -3.856 1.0 -1.7 -2.0
H -4.145 0.254 1.440 0.6 -0.2 0.0
C 1.304 -0.350 -4.381 0.0 -0.1 -0.3
C 3.260 0.907 -2.721 0.1 0.4 0.1
H 3.207 0.086 1.871 -0.5 0.1 -0.5
H -2.260 4.222 -0.476 0.5 -0.4 -0.1
H -0.473 4.221 -0.346 -0.4 -0.3 -0.2
C 0.458 0.940 2.128 -0.4 -0.1 -0.1
C 2.693 -0.282 0.958 0.0 -0.3 -0.4
H 3.861 0.679 -3.619 -0.4 -0.1 0.3
H -3.217 -1.108 2.146 0.1 0.5 -0.4
H 0.005 -0.034 2.371 0.2 0.2 0.0
C 0.342 -3.376 0.715 -1.1 0.7 -0.7
H -1.201 -0.572 -1.943 -1.3 -1.3 -1.1
H 1.378 -3.677 0.622 -0.1 -0.2 0.1
C -2.670 -2.490 -6.036 -0.2 -1.0 -1.2
H -0.349 1.686 2.124 0.2 -0.1 -0.1
H 3.198 -1.775 -1.433 -0.4 0.2 -0.1
C 2.092 2.478 0.300 0.1 0.0 0.2
C -2.292 -1.394 -3.530 0.2 1.3 2.2
H 1.630 -2.479 -1.893 0.2 0.3 0.0
H 1.151 1.207 2.948 -0.1 -0.1 -0.6
H 2.913 -2.279 -3.090 -0.2 0.5 0.1
H -0.251 -3.966 -1.243 -0.4 0.2 0.6
P -1.196 2.551 -1.979 0.5 0.9 0.7
H -1.564 -3.146 -0.115 0.1 -0.3 -0.4
H 0.071 2.366 -3.985 -0.3 0.4 0.0
H 2.830 2.671 1.090 -0.2 0.0 -0.2
H 0.927 3.375 -2.826 -0.7 0.1 0.0
H 3.912 0.756 -1.846 -0.3 0.1 -0.2
H 0.004 -2.882 1.639 0.4 -0.5 -0.3
```
Positions in Å, forces in eV/Å.

- multiplicity = 5
- expectation value of S² = 6.026
- net charge = +3
- gap between HOMO and LUMO (spin up / spin down) (eV) = 7.770 / 5.627

Quick look at the Löwdin charges, all values in e: H 0.019; H 0.034; C 0.014; Ir 0.766; H 0.077; C -0.214; H 0.085; C -0.232; H 0.029; C -0.084; H 0.116; H 0.023; H 0.049; C 0.056; H 0.041; C -0.211; H 0.042; H 0.168; C -0.127; C 0.012; P 0.619; N -0.093; H 0.114; C -0.214; H 0.052; H 0.108; C 0.030; P 0.669; H 0.083; H 0.028; H 0.140; H 0.028; H 0.155; O -0.043; C 0.028; H 0.120; C -0.235; C -0.220; H 0.086; H 0.081; H 0.060; C -0.225; C -0.205; H 0.084; H 0.125; H 0.047; C -0.062; H -0.005; H 0.059; C 0.049; H 0.038; H 0.049; C -0.235; C -0.238; H 0.025; H 0.084; H 0.077; H 0.049; P 0.702; H 0.047; H 0.030; H 0.078; H 0.053; H 0.057; H 0.058

| no. | E_tot (a.u.) |
| --- | --- |
| 1 | -2331.70778 |
| 2 | -688.31289 |
| 3 | -2005.23070 |